# 1
{
  "formula": "C18H36F7Hf2O10P2",
  "method": "ωB97M-V/def2-TZVPD",
  "spin_multiplicity": 2,
  "homo_energy_ev": [-18.59, -18.59],
  "total_energy_ev": -79905.36744,
  "lumo_energy_ha": [-0.4942, -0.5278],
  "total_charge": 4,
  "elements": ["O", "C", "H", "F", "H", "O", "O", "F", "H", "H", "C", "F", "H", "Hf", "F", "H", "C", "O", "C", "H", "H", "O", "H", "H", "H", "O", "H", "C", "H", "O", "C", "H", "C", "H", "F", "H", "C", "H", "Hf", "H", "C", "H", "H", "H", "P", "H", "H", "O", "P", "C", "C", "H", "H", "H", "H", "H", "H", "C", "H", "F", "C", "C", "H", "H", "H", "C", "C", "C", "O", "H", "O", "H", "C", "F", "H"],
  "xyz": [[10.34169, 5.12160, -7.39325], [8.79122, 1.17793, -7.69380], [9.06724, 4.44562, 0.75697], [9.29128, -0.48230, -4.50956], [12.53688, 3.58619, 0.57656], [9.93802, 4.13533, -4.82296], [6.87989, 0.50421, -2.95987], [8.01520, 4.44597, -3.18479], [4.18267, 7.50463, 0.48015], [10.32361, 9.54527, -4.64809], [5.35465, 7.50782, -1.31110], [13.09384, -0.05771, -4.76461], [8.27413, 2.02596, -8.14276], [12.03168, 4.47796, -5.72409], [12.40347, 4.82175, -3.41153], [11.46083, 9.45299, -3.35488], [5.72521, 0.30963, -2.66531], [4.69276, 7.89518, -2.32282], [5.02362, 8.03491, 0.03326], [11.68379, 5.16066, 0.82925], [7.69915, 6.19359, -7.77184], [11.34075, 0.72991, -3.07540], [4.76439, 9.08306, -0.11600], [10.34754, 7.84789, -2.05318], [9.26098, 5.46655, -0.72972], [12.38372, 2.44414, -4.80992], [7.67242, 5.48887, -9.35339], [8.15218, 5.40903, -8.37791], [8.57144, 3.83813, -0.88359], [10.85561, 2.82095, -1.27071], [4.95063, -1.03108, -2.95754], [8.18454, 0.91408, -6.82753], [10.38210, 6.52371, -9.33027], [4.85464, 2.15623, -3.04880], [7.77977, 3.06266, -5.24507], [7.93463, 4.43994, -7.92887], [10.23140, 1.37988, -7.25913], [3.87581, 1.26199, -1.93682], [9.32461, 0.14255, -2.24531], [8.66492, 0.38658, -8.43266], [9.26421, 4.45853, -0.31501], [12.55742, 4.81795, -0.62794], [7.34911, 6.77578, -1.44813], [10.32559, 7.59084, -9.11547], [12.54738, 1.22607, -3.90253], [10.05454, 6.14705, -10.29926], [11.11584, 0.14860, -8.70240], [10.57512, 2.43258, -6.66346], [8.80783, 3.42074, -4.11641], [9.62602, 5.60114, -8.30596], [4.91186, 1.48270, -2.19371], [11.88059, 8.87630, -5.00630], [5.95953, 8.03551, 0.59198], [4.95565, -1.66278, -2.06927], [10.76426, -0.73006, -7.25753], [9.50362, 6.32564, -2.49960], [11.46823, 6.51234, -9.42134], [6.32236, 6.41067, -1.47223], [8.77006, 7.98651, -2.86009], [13.64541, 1.55686, -2.78516], [9.66472, 7.37242, -2.75730], [10.62979, 3.80796, -0.54058], [5.50033, -1.50369, -3.77153], [6.17503, 5.85431, -2.39789], [6.27842, 5.62223, -0.72087], [11.11086, 8.91431, -4.23548], [10.49008, 7.53085, -4.04166], [11.13534, 0.23023, -7.61563], [9.08618, 2.13730, -3.28727], [12.12862, 0.45427, -7.22668], [10.67161, 6.65604, -4.87836], [3.91483, -0.95928, -3.28929], [11.91652, 4.36098, 0.12607], [8.37837, 1.36935, -0.50573], [5.32159, 2.11210, -1.40371]],
  "mulliken_spin": [0.0000, 0.0000, 0.0000, 0.0000, 0.0000, 0.0002, 0.0000, 0.0006, -0.0065, 0.0000, -0.0015, 0.0000, 0.0000, 0.0000, 0.0000, 0.0000, 0.0000, 0.8795, 0.0897, 0.0000, 0.0000, 0.0000, -0.0009, 0.0000, -0.0002, 0.0000, 0.0000, 0.0000, -0.0026, 0.0002, 0.0000, 0.0000, 0.0000, 0.0000, 0.0000, 0.0000, 0.0000, 0.0000, 0.0000, 0.0000, 0.0022, 0.0000, -0.0071, 0.0000, 0.0000, 0.0000, 0.0000, 0.0000, 0.0008, 0.0000, 0.0000, 0.0000, 0.0098, 0.0000, 0.0000, 0.0006, 0.0000, 0.0330, 0.0003, 0.0000, -0.0018, -0.0003, 0.0000, 0.0011, 0.0026, 0.0000, 0.0003, 0.0000, 0.0000, 0.0000, 0.0000, 0.0000, 0.0001, 0.0000, 0.0000]
}

---

# 2
{
  "formula": "C18H36N2O6S",
  "method": "ωB97M-V/def2-TZVPD",
  "spin_multiplicity": 1,
  "homo_energy_ev": -3.95,
  "total_energy_ev": -45342.06681,
  "lumo_energy_ha": -0.0787,
  "elements": ["H", "H", "C", "C", "C", "H", "H", "H", "H", "C", "S", "H", "H", "C", "O", "H", "H", "H", "N", "O", "C", "H", "H", "O", "H", "H", "H", "H", "C", "O", "H", "C", "H", "C", "H", "C", "H", "H", "H", "C", "N", "H", "H", "C", "C", "C", "O", "C", "H", "C", "H", "H", "H", "C", "H", "H", "H", "H", "H", "C", "H", "H", "O"],
  "xyz": [[-4.29423, 2.43823, 2.05396], [2.44415, 1.03468, -1.24910], [-4.71981, 1.87710, 4.09659], [2.34379, 0.68934, -2.27917], [3.62835, 1.00237, -3.06370], [1.57075, 1.06094, -5.03488], [0.79715, -0.75364, 4.62833], [0.27991, -1.94358, -1.50163], [2.40111, -2.44470, -6.05998], [1.93438, 0.20451, -5.60442], [-1.72588, 2.79191, 1.75447], [3.53458, 1.98780, -3.52465], [-2.79150, 0.47743, 3.23526], [-3.56825, -0.19168, 3.56931], [2.46306, -0.62330, 1.83265], [2.64871, -2.65919, -1.42278], [-0.17647, -0.38591, -2.20016], [-5.55847, -2.24099, 2.54992], [-4.85753, 0.49289, 3.65866], [-2.49820, -1.29703, 1.67805], [3.22121, -1.91624, -5.58014], [-2.72691, -0.55225, 1.12745], [3.79466, -2.63593, -4.99596], [-2.69719, 2.94564, 3.29802], [2.55567, 0.58159, -6.42169], [-4.62399, -2.33671, 1.08583], [-3.26543, -0.53198, 4.55699], [-4.55342, 3.77003, 3.17402], [0.67463, 1.58006, 2.08571], [1.48759, 1.06260, 3.04158], [-5.37158, 0.02660, 4.38918], [-0.19025, 2.68857, 2.64503], [4.47646, 1.07434, -2.37986], [3.94584, -0.05190, -4.13175], [1.23654, -2.12176, 3.56373], [1.53789, -1.17285, 3.96933], [-1.81931, 1.51063, 1.35230], [1.07072, -0.30001, -6.03833], [-5.71365, 2.25226, 4.29399], [-3.54382, -1.42545, 2.64280], [1.80655, -1.24136, -3.65596], [0.61275, -0.44957, -0.61925], [0.28300, 3.65446, 2.58497], [2.95252, -1.61335, -1.46447], [1.88622, -0.27799, 2.83194], [0.58059, -0.90241, -1.60804], [0.62135, 1.21399, 0.93516], [1.94941, -0.78960, -2.27635], [4.62055, -0.79869, -3.70768], [2.72418, -0.77236, -4.71409], [2.99121, -1.23287, -0.44558], [2.43869, -1.33709, 4.54250], [-4.11766, 1.98842, 4.99646], [-4.09687, 2.79697, 3.06074], [3.96507, -1.57668, -1.86881], [3.86860, -1.51339, -6.36065], [-0.39912, 2.48333, 3.68822], [-3.28561, -2.29855, 3.22114], [1.51509, 1.26338, -2.70315], [-4.85301, -1.70594, 1.93276], [4.50170, 0.41127, -4.94937], [-5.30937, -0.80581, 1.55739], [1.39288, -2.46054, -3.77283]],
  "nbo_charge": [0.1693, 0.2253, -0.2369, -0.4056, -0.4103, 0.2069, 0.2338, 0.2262, 0.2319, -0.6084, 0.5953, 0.2047, 0.1992, -0.2587, -0.4981, 0.2260, 0.2042, 0.2117, -0.6184, -0.7101, -0.6029, 0.4519, 0.2167, -0.7594, 0.2022, 0.2226, 0.1754, 0.1836, 0.7881, -0.5438, 0.3544, -0.6866, 0.2074, -0.4079, 0.2593, -0.7282, 0.1240, 0.2194, 0.2003, 0.0866, 0.0270, 0.2265, 0.2697, -0.6307, 0.8066, -0.6067, -0.5396, 0.0899, 0.2053, 0.0938, 0.2323, 0.2534, 0.1774, -0.1017, 0.1994, 0.2019, 0.2591, 0.1716, 0.2027, -0.6418, 0.2144, 0.2195, -0.4814]
}

---

# 3
{
  "formula": "C18H36NO3P",
  "method": "ωB97M-V/def2-TZVPD",
  "spin_multiplicity": 1,
  "homo_energy_ev": -8.48,
  "total_energy_ev": -36165.32738,
  "smiles": "CCCCCCCCCCCCC[C@H](OC(=O)N=C(C)C)[PH2]=O",
  "lumo_energy_ha": -0.0153,
  "elements": ["H", "H", "H", "H", "C", "H", "C", "H", "H", "H", "C", "C", "H", "H", "H", "C", "C", "H", "C", "H", "C", "H", "C", "H", "H", "C", "H", "O", "H", "C", "H", "H", "C", "H", "C", "C", "H", "H", "O", "H", "H", "H", "C", "C", "C", "H", "P", "O", "H", "H", "H", "H", "H", "H", "N", "H", "H", "C", "H"],
  "xyz": [[-3.22281, -3.51607, -4.04158], [-1.56845, 4.10959, 0.24557], [-1.56271, 2.00003, -2.86718], [1.41934, 1.05805, -0.66389], [0.61259, 2.45940, -2.25333], [0.29233, 0.26453, -1.98209], [-1.28870, 1.23110, 2.48106], [3.84499, 0.05925, -0.22051], [-2.65646, 1.98127, -0.67563], [2.43689, -1.22908, -3.79572], [-2.33075, -1.82661, -1.36878], [-1.50375, 2.05014, -0.64424], [-1.41096, 1.75404, 4.65058], [0.57088, -2.64455, 4.20488], [-1.61264, -1.00585, -1.00022], [0.55484, -2.80445, -2.61263], [2.82876, -0.87151, -2.78933], [1.23563, -0.83764, 5.70467], [-0.01188, -1.68543, 4.01682], [3.32885, 1.33925, -2.26399], [-2.48519, -3.87274, -3.24423], [1.17408, 3.29767, -1.69046], [0.34411, -0.50046, 5.06754], [-1.29081, 3.67927, -2.17069], [-0.55895, -0.35164, 5.75252], [-1.73639, -2.56638, -2.65293], [1.27636, 1.51228, 5.01858], [1.90967, -0.74520, 1.12047], [-2.98118, -4.50155, -2.42536], [-1.18257, 3.07800, 0.57033], [1.42512, 0.66981, 3.40050], [-1.66314, -4.48580, -3.77086], [1.15727, 1.00178, -1.78375], [-0.52569, 0.86888, 1.70112], [-0.97421, 2.57609, -2.05923], [0.69279, 0.85449, 4.26633], [-3.11978, 2.32326, 1.59824], [2.97734, -2.78271, -1.67034], [1.00895, -2.11577, -1.45853], [0.82691, 2.65565, -3.37077], [-1.14218, 1.00195, -0.36338], [3.95991, -2.02080, 0.77303], [2.41356, -1.77926, -1.53933], [-2.02447, 2.53665, 1.83667], [-0.59947, 1.71107, 3.84666], [0.22876, -1.32471, 2.94660], [3.05212, -1.09553, 0.13795], [1.08721, -3.83486, -3.09012], [2.25112, 1.06784, -3.71777], [-0.23097, 2.79468, 3.69320], [-2.00818, 3.38931, 2.61382], [3.98181, -0.93167, -2.86016], [-0.06216, 3.04963, 0.77620], [-1.15214, -1.86393, 4.01539], [-0.61813, -2.20525, -3.29277], [-2.41025, -2.60400, -0.52684], [-2.03209, 0.36366, 2.62178], [2.46826, 0.68655, -2.64935], [-3.39338, -1.42169, -1.54451]],
  "nbo_charge": [0.2514, 0.2047, 0.2050, 0.2273, -0.4029, 0.2283, -0.4249, -0.0633, 0.1984, 0.2454, -0.7407, -0.4134, 0.2052, 0.2092, 0.2543, 0.9062, -0.4454, 0.2022, -0.6429, 0.2061, -0.7291, 0.2026, -0.4062, 0.2058, 0.1978, 0.5831, 0.1954, -1.0798, 0.2308, -0.4102, 0.2313, 0.2592, -0.4498, 0.2156, -0.4085, -0.4132, 0.2025, 0.2294, -0.5433, 0.2025, 0.2081, -0.0442, -0.2082, -0.4037, -0.4039, 0.2355, 1.4274, -0.5660, 0.2145, 0.1995, 0.2000, 0.2205, 0.2073, 0.1973, -0.6979, 0.2476, 0.2061, -0.4184, 0.2526]
}